# C35H38BF32NO11PS

A 5-piece molecular cluster, C35H38BF32NO11PS overall at a distorted geometry (ωB97M-V/def2-TZVPD, the OMol25 dataset).

Last column: Löwdin charge in e.
Element x y z (Å)
1 C 1.70 -3.40 -0.40  0.0509
2 C 2.93 -3.37 -1.29  -0.4206
3 O 4.01 -3.83 -0.98  0.1417
4 O 2.74 -2.79 -2.57  0.0953
5 C 2.36 -1.47 -2.53  -0.4081
6 O 1.21 -1.10 -2.63  0.1565
7 C 3.53 -0.51 -2.41  -0.0068
8 C 3.03 0.80 -1.81  -0.2367
9 C 2.83 1.85 -2.91  -0.3367
10 P 4.35 2.15 -3.96  0.7720
11 O 4.21 1.46 -5.24  -0.3925
12 O 2.33 3.09 -2.45  -0.1007
13 C 3.13 3.70 -1.45  -0.3746
14 C 2.41 4.99 -1.06  -0.0331
15 B 3.14 5.86 0.06  -0.6137
16 O 2.99 5.55 1.41  0.1377
17 O 3.90 6.95 -0.30  0.1620
18 C 3.34 2.72 -0.27  -0.4341
19 S 1.81 2.54 0.68  0.9560
20 N 3.90 1.38 -0.76  0.0010
21 C 4.26 0.48 0.34  -0.2393
22 C 3.37 -0.31 1.00  -0.0607
23 C 3.76 -1.12 1.99  -0.0465
24 C 5.07 -1.18 2.32  -0.0417
25 C 5.98 -0.43 1.65  -0.0509
26 C 5.57 0.40 0.68  -0.0234
27 H 0.84 -3.06 -0.96  0.0910
28 H 1.51 -4.41 -0.07  0.0730
29 H 1.89 -2.70 0.42  0.0788
30 H 4.30 -1.03 -1.84  0.1419
31 H 3.92 -0.41 -3.42  0.1297
32 H 2.06 0.61 -1.34  0.1300
33 H 2.10 1.44 -3.60  0.1416
34 H 5.45 1.58 -3.24  0.0332
35 H 4.58 3.54 -4.06  0.0455
36 H 4.12 4.02 -1.81  0.1481
37 H 2.44 5.59 -1.97  0.1270
38 H 1.36 4.80 -0.86  0.1118
39 H 3.84 5.24 1.76  0.1119
40 H 3.36 7.75 -0.35  0.1259
41 H 4.08 3.16 0.40  0.1295
42 H 0.94 2.29 -0.32  -0.0648
43 H 4.79 1.62 -1.21  0.1469
44 H 2.33 -0.26 0.73  0.1088
45 H 3.02 -1.70 2.51  0.1293
46 H 5.40 -1.84 3.11  0.1284
47 H 7.03 -0.49 1.88  0.1282
48 H 6.30 1.00 0.14  0.1377
49 C 3.15 -8.49 -0.09  -0.0371
50 C 2.53 -7.21 0.51  -0.4272
51 C 3.23 -6.58 1.72  -0.2997
52 F 3.24 -7.38 2.79  0.1114
53 F 2.55 -5.45 2.08  0.0781
54 F 1.22 -7.43 0.79  0.1396
55 F 2.56 -6.27 -0.47  0.0805
56 O 2.58 -9.75 0.27  0.0456
57 C 2.99 -10.43 1.40  -0.5342
58 C 1.84 -10.62 2.40  -0.2861
59 F 1.36 -9.42 2.80  0.1001
60 F 2.30 -11.27 3.49  0.1061
61 F 4.07 -9.85 1.96  0.1497
62 F 3.38 -11.66 1.00  0.1529
63 H 2.95 -8.42 -1.15  0.1497
64 H 4.23 -8.50 0.01  0.1476
65 H 4.25 -6.29 1.47  0.1750
66 H 1.04 -11.19 1.95  0.1772
67 C -2.60 1.04 -5.96  -0.0336
68 C -1.74 1.81 -4.93  -0.4361
69 C -1.19 1.04 -3.73  -0.3012
70 F -2.16 0.56 -2.95  0.1085
71 F -0.43 1.87 -2.96  0.0717
72 F -2.41 2.90 -4.51  0.1386
73 F -0.64 2.26 -5.62  0.1027
74 O -4.02 1.17 -5.85  0.0503
75 C -4.76 0.34 -5.03  -0.5331
76 C -5.46 1.12 -3.92  -0.2783
77 F -4.56 1.77 -3.14  0.0834
78 F -6.15 0.27 -3.13  0.1001
79 F -4.01 -0.67 -4.54  0.1502
80 F -5.71 -0.22 -5.80  0.1578
81 H -2.37 1.51 -6.91  0.1512
82 H -2.29 0.00 -6.06  0.1475
83 H -0.55 0.21 -4.06  0.1580
84 H -6.15 1.86 -4.34  0.1765
85 C -0.03 2.22 4.58  -0.0394
86 C -0.98 1.53 3.58  -0.4320
87 C -2.49 1.67 3.80  -0.3066
88 F -2.88 1.11 4.96  0.1093
89 F -3.14 1.02 2.81  0.0978
90 F -0.63 0.23 3.47  0.1270
91 F -0.72 2.10 2.36  0.0543
92 O 0.56 1.43 5.61  0.0385
93 C -0.09 1.22 6.82  -0.5350
94 C -0.38 -0.27 7.05  -0.2900
95 F -1.17 -0.76 6.08  0.1021
96 F -1.02 -0.42 8.23  0.1099
97 F -1.19 1.98 6.93  0.1568
98 F 0.76 1.62 7.79  0.1499
99 H 0.82 2.53 3.98  0.1346
100 H -0.46 3.14 4.98  0.1490
101 H -2.79 2.72 3.79  0.1766
102 H 0.55 -0.84 7.07  0.1749
103 C -8.57 2.48 -0.36  -0.0336
104 C -7.95 3.38 -1.45  -0.4324
105 C -6.43 3.47 -1.51  -0.3115
106 F -5.90 4.02 -0.40  0.1023
107 F -6.07 4.27 -2.55  0.0963
108 F -8.50 4.61 -1.38  0.1378
109 F -8.34 2.84 -2.65  0.1005
110 O -9.06 3.11 0.83  0.0462
111 C -8.24 3.35 1.91  -0.5369
112 C -8.14 4.85 2.21  -0.2851
113 F -7.63 5.52 1.17  0.1031
114 F -7.31 5.04 3.27  0.0958
115 F -7.04 2.78 1.76  0.1460
116 F -8.82 2.76 2.98  0.1476
117 H -9.47 2.07 -0.82  0.1497
118 H -7.95 1.62 -0.13  0.1469
119 H -5.98 2.49 -1.67  0.1427
120 H -9.12 5.26 2.45  0.1769

Properties
- Electronic energy: -168679.03125 eV
- Charge: +1
- HOMO-LUMO gap: 0.3687 hartree

---

# C6H4Cl3

A 2-piece molecular cluster, C6H4Cl3 overall (ωB97M-V/def2-TZVPD, the OMol25 dataset).

Last column: Löwdin charge in e.
Element x y z (Å)
1 Cl 0.16 3.13 -0.24  0.6445
2 Cl 0.59 -3.04 0.56  0.6445
3 C 1.44 0.87 0.53  -0.1267
4 C -0.79 0.60 -0.40  -0.0890
5 C 1.53 -0.51 0.71  -0.1267
6 C -0.69 -0.78 -0.22  -0.0890
7 C 0.28 1.42 -0.02  -0.6829
8 C 0.47 -1.32 0.33  -0.6829
9 H 2.26 1.53 0.82  0.1031
10 H -1.69 1.04 -0.83  0.0999
11 H 2.44 -0.95 1.15  0.1031
12 H -1.52 -1.44 -0.51  0.0998
13 Cl -4.47 -0.55 -1.87  -0.8978

Properties
- Electronic energy: -43856.67059 eV
- Charge: -1
- HOMO-LUMO gap: 0.2479 hartree

---

# C2H8F2Nb

C2H8F2Nb as an isolated structure at a distorted geometry (ωB97M-V/def2-TZVPD, the OMol25 dataset).

Last column: Löwdin charge in e.
Element x y z (Å)
1 F 1.55 -1.19 1.48  -0.1210
2 C 1.69 -0.67 0.19  -0.3512
3 C 0.88 0.59 0.01  -0.3864
4 Nb -1.33 0.15 -0.23  0.9081
5 F -1.22 -0.87 -1.81  -0.6101
6 H 1.40 -1.48 -0.50  0.0856
7 H 2.77 -0.51 0.07  0.0887
8 H 1.18 1.08 -0.93  0.0286
9 H 1.13 1.26 0.83  0.0061
10 H -1.90 1.59 -1.26  -0.1458
11 H -3.10 0.33 0.20  -0.1825
12 H -1.73 -1.41 0.67  -0.1365
13 H -1.30 1.13 1.29  -0.1838

Properties
- Electronic energy: -9186.64642 eV
- Charge: -1
- HOMO-LUMO gap: 0.3131 hartree